No. 1
Density functional theory data (ωB97M-V with the def2-TZVPD basis set) for a structure of composition C35H38O2P4Pd at a distorted geometry.

ORCA input file:
```
! RIJCOSX wB97M-V def2-TZVPD def2/J DEFGRID3
* xyz 0 1
Pd 1.56 0.00 -0.51
C 5.38 0.33 -0.46
P 3.67 0.98 -0.34
C 3.91 2.21 1.02
C 3.67 2.08 -1.83
C 4.50 3.20 -1.88
C 4.51 4.06 -2.97
C 3.68 3.79 -4.05
C 2.86 2.67 -4.02
C 2.84 1.80 -2.93
P 1.72 0.32 -2.94
C 2.31 -0.45 -4.51
C 0.16 1.09 -3.55
H 6.11 1.12 -0.62
H 5.44 -0.38 -1.29
H 5.63 -0.21 0.45
H 4.82 2.80 0.94
H 3.93 1.66 1.96
H 3.04 2.86 1.04
H 5.16 3.42 -1.05
H 5.15 4.93 -2.98
H 3.66 4.45 -4.91
H 2.22 2.47 -4.88
H 2.33 0.26 -5.34
H 1.65 -1.28 -4.77
H 3.31 -0.85 -4.36
H 0.25 1.59 -4.52
H -0.17 1.81 -2.80
H -0.59 0.30 -3.64
O 0.62 -2.29 -0.16
P -0.85 -2.08 -0.02
C -1.50 -0.40 -0.21
P -0.82 1.00 0.75
O 0.13 1.87 -0.03
C -2.30 2.01 1.11
C -3.61 1.55 1.23
C -4.64 2.42 1.53
C -4.38 3.77 1.71
C -3.08 4.25 1.59
C -2.05 3.37 1.30
C -0.31 0.46 2.40
C -1.25 0.38 3.43
C -0.86 -0.02 4.71
C 0.47 -0.32 4.97
C 1.41 -0.23 3.95
C 1.02 0.15 2.67
C -1.77 -3.03 -1.24
C -3.05 -2.71 -1.71
C -3.68 -3.52 -2.63
C -3.05 -4.67 -3.10
C -1.77 -4.99 -2.65
C -1.13 -4.17 -1.73
C -1.47 -2.62 1.59
C -0.54 -3.04 2.53
C -0.97 -3.47 3.78
C -2.32 -3.47 4.09
C -3.25 -3.05 3.15
C -2.83 -2.63 1.90
H -2.57 -0.47 0.01
H -1.40 -0.10 -1.26
H -3.84 0.50 1.13
H -5.66 2.05 1.62
H -5.19 4.46 1.94
H -2.87 5.30 1.73
H -1.04 3.74 1.18
H -2.28 0.63 3.25
H -1.60 -0.08 5.49
H 0.77 -0.62 5.96
H 2.45 -0.46 4.15
H 1.75 0.21 1.87
H -3.55 -1.82 -1.36
H -4.67 -3.26 -2.99
H -3.54 -5.30 -3.83
H -1.27 -5.87 -3.03
H -0.13 -4.40 -1.39
H 0.51 -3.03 2.27
H -0.24 -3.80 4.52
H -2.65 -3.81 5.07
H -4.31 -3.06 3.39
H -3.56 -2.33 1.16
*
```

Summary:
- Largest force on an atom: 1.51 eV Å⁻¹
- Frontier orbital gap: 6.05 eV
- ΔE to the lowest compared entry with this formula, charge and spin: 20.35 kcal/mol
- E: -81644.5088 eV
- LUMO: 0.493 eV
- E_HOMO: -5.55 eV

No. 2
Density functional theory data (ωB97M-V with the def2-TZVPD basis set) for a cluster of 10 separate species, C34H64Cl4O22 in total at a distorted geometry.

ORCA input file:
```
! RIJCOSX wB97M-V def2-TZVPD def2/J DEFGRID3
* xyz 0 1
C -8.33 -2.43 2.13
C -7.17 -2.34 3.10
O -6.31 -3.45 2.82
C -5.14 -3.41 3.41
O -4.77 -2.44 4.07
O -4.41 -4.47 3.15
C -3.16 -4.56 3.92
H -8.03 -2.26 1.10
H -9.14 -1.73 2.29
H -8.78 -3.44 2.22
H -7.51 -2.40 4.12
H -6.56 -1.46 2.91
H -2.74 -5.52 3.56
H -3.40 -4.64 5.00
H -2.52 -3.74 3.68
C -1.55 6.14 1.66
C -0.41 6.28 2.62
O -0.06 5.12 3.34
C 0.57 4.30 2.56
O 0.70 4.36 1.36
O 1.12 3.36 3.30
C 1.60 2.22 2.65
H -2.60 6.16 2.01
H -1.46 5.29 1.02
H -1.43 6.94 0.97
H -0.63 7.07 3.33
H 0.42 6.63 1.97
H 2.26 2.48 1.82
H 0.80 1.54 2.24
H 2.14 1.58 3.35
C 3.71 -1.94 3.20
C 4.92 -2.75 3.63
O 5.23 -3.88 2.79
C 4.51 -4.99 3.05
O 3.71 -5.16 3.96
O 4.82 -5.96 2.22
C 4.17 -7.24 2.45
H 3.93 -1.67 2.18
H 3.75 -1.07 3.87
H 2.76 -2.38 3.37
H 4.83 -3.12 4.68
H 5.83 -2.16 3.47
H 3.65 -7.58 1.54
H 3.49 -7.10 3.26
H 4.98 -7.94 2.69
C -0.43 -6.69 -2.11
C -0.69 -5.55 -1.13
O 0.52 -5.22 -0.32
C 1.61 -4.65 -0.82
O 1.94 -4.52 -1.97
O 2.37 -4.18 0.21
C 3.64 -3.71 -0.26
H -1.38 -7.22 -2.18
H 0.19 -7.41 -1.53
H -0.05 -6.50 -3.11
H -1.26 -5.92 -0.32
H -1.07 -4.62 -1.55
H 4.23 -3.35 0.59
H 3.55 -2.91 -0.98
H 4.20 -4.50 -0.79
C 7.22 5.94 -3.52
C 7.18 6.11 -1.98
O 6.08 6.95 -1.51
C 4.97 6.24 -1.20
O 4.90 5.03 -1.09
O 4.00 7.07 -0.90
C 2.91 6.55 -0.11
H 6.44 5.30 -3.98
H 8.18 5.40 -3.66
H 7.39 6.93 -3.97
H 8.09 6.60 -1.65
H 7.13 5.14 -1.47
H 3.22 6.37 0.90
H 2.61 5.58 -0.39
H 2.16 7.34 -0.25
C -0.57 -2.81 1.40
C 0.38 -1.69 1.13
O -0.47 -0.60 0.53
C 0.02 0.43 -0.16
O -0.71 1.23 -0.71
O 1.35 0.53 0.13
C 2.08 1.45 -0.65
H -1.33 -2.55 2.09
H 0.02 -3.68 1.68
H -0.99 -3.14 0.45
H 1.14 -1.95 0.34
H 0.97 -1.34 1.96
H 2.06 1.19 -1.72
H 3.15 1.28 -0.39
H 1.66 2.46 -0.55
O -4.48 0.69 -3.55
C -4.31 1.62 -2.80
C -5.40 2.51 -2.25
C -4.71 3.40 -1.24
C -3.18 3.23 -1.62
O -3.12 2.08 -2.48
H -5.73 3.07 -3.12
H -6.20 1.87 -1.91
H -5.07 4.41 -1.41
H -4.86 3.16 -0.23
H -2.67 4.06 -2.16
H -2.63 3.01 -0.68
O 1.09 -1.03 -2.40
C 0.09 -1.10 -3.04
C -0.62 0.03 -3.79
C -1.60 -0.78 -4.68
C -1.86 -1.97 -3.73
O -0.62 -2.23 -3.03
H -1.18 0.76 -3.18
H 0.14 0.46 -4.42
H -2.53 -0.21 -4.82
H -1.13 -1.14 -5.62
H -2.61 -1.62 -3.00
H -2.18 -2.87 -4.20
Cl -5.09 -0.05 0.74
C -4.24 -0.88 -0.58
Cl -4.36 -2.64 -0.58
H -4.76 -0.58 -1.47
H -3.22 -0.52 -0.64
Cl -1.47 3.73 -4.50
C 0.25 4.05 -4.23
Cl 0.48 4.98 -2.74
H 0.78 3.09 -4.20
H 0.59 4.78 -4.98
*
```

Summary:
- SMILES string: CCOC(=O)OC.CCOC(=O)OC.CCOC(=O)OC.CCOC(=O)OC.CCOC(=O)OC.CCOC(=O)OC.O=C1CCCO1.O=C1CCCO1.ClCCl.ClCCl
- Largest force on an atom: 2.83 eV Å⁻¹
- Frontier orbital gap: 10.55 eV
- ΔE to the lowest compared entry with this formula, charge and spin: 0.00 kcal/mol
- E: -131430.5759 eV
- LUMO: 0.535 eV
- E_HOMO: -10.02 eV

No. 3
Density functional theory data (ωB97M-V with the def2-TZVPD basis set) for a cluster of 6 separate species, C31H48BrCl2O17P in total at a distorted geometry.

ORCA input file:
```
! RIJCOSX wB97M-V def2-TZVPD def2/J DEFGRID3
* xyz -2 1
C -2.20 1.17 -1.01
C -1.71 0.12 -0.03
C -0.09 -0.31 -0.07
P 0.48 -1.15 1.58
C 0.53 0.65 2.32
C 2.28 -0.75 1.04
O 3.31 -0.48 1.89
O 2.71 -0.50 -0.38
C 0.99 -1.95 3.26
Cl 2.49 -3.04 3.55
C 0.11 -1.81 4.49
C -1.31 -1.05 4.59
Cl 0.66 -2.62 6.11
C 0.45 -2.91 0.86
Br -1.22 -3.34 -0.22
C 1.77 -3.46 0.11
C 1.64 -5.07 -0.35
H -2.68 0.85 -2.05
H -2.16 2.32 -0.75
H -2.50 -0.38 0.67
H 0.45 0.75 -0.16
H 0.20 -0.90 -1.03
H -0.93 -1.30 1.88
H 1.35 1.30 1.75
H -0.54 1.11 2.30
H 0.91 0.65 3.46
H -1.57 -0.22 3.83
H -2.19 -1.86 4.53
H -1.41 -0.59 5.69
H 0.31 -3.63 1.81
H 1.90 -2.89 -0.93
H 2.77 -3.45 0.75
H 1.66 -5.80 0.56
H 2.66 -5.27 -0.94
H 0.79 -5.26 -1.12
C 7.13 -0.42 1.08
C 7.00 -0.78 -0.39
C 5.83 -1.66 -0.71
O 6.25 -2.29 -1.91
C 7.62 -2.33 -1.86
O 8.32 -2.97 -2.62
O 8.09 -1.57 -0.82
H 6.76 0.60 1.26
H 6.54 -1.08 1.72
H 8.17 -0.48 1.42
H 6.99 0.13 -1.00
H 4.90 -1.10 -0.87
H 5.65 -2.44 0.04
C -7.71 3.14 -1.57
C -6.52 4.04 -1.33
C -5.87 4.58 -2.57
O -4.55 4.84 -2.13
C -4.30 3.96 -1.12
O -3.20 3.78 -0.62
O -5.44 3.32 -0.74
H -8.64 3.69 -1.39
H -7.75 2.78 -2.61
H -7.69 2.26 -0.92
H -6.79 4.85 -0.63
H -6.35 5.49 -2.94
H -5.82 3.84 -3.39
C -12.66 6.76 -1.93
C -11.39 6.25 -1.28
C -11.03 6.92 0.01
O -9.63 6.71 0.08
C -9.20 6.62 -1.22
O -8.03 6.62 -1.55
O -10.25 6.53 -2.08
H -13.49 6.07 -1.75
H -12.96 7.73 -1.53
H -12.54 6.88 -3.01
H -11.45 5.16 -1.16
H -11.54 6.48 0.87
H -11.22 8.00 0.00
C 1.47 -7.01 4.89
C 1.52 -8.00 3.74
C 2.53 -9.10 3.90
O 2.78 -9.48 2.56
C 2.55 -8.36 1.80
O 2.85 -8.26 0.62
O 1.96 -7.38 2.54
H 0.61 -7.22 5.53
H 2.37 -7.07 5.52
H 1.39 -5.98 4.52
H 0.51 -8.40 3.54
H 2.14 -9.94 4.48
H 3.47 -8.76 4.34
C 8.37 1.13 -4.29
C 7.66 2.40 -3.83
C 6.91 3.11 -4.91
O 6.87 4.44 -4.42
C 7.98 4.59 -3.64
O 8.38 5.65 -3.20
O 8.59 3.39 -3.43
H 7.80 0.25 -3.99
H 8.47 1.09 -5.38
H 9.37 1.06 -3.86
H 7.02 2.18 -2.97
H 5.90 2.72 -5.06
H 7.43 3.12 -5.88
*
```

Summary:
- Largest force on an atom: 9.58 eV Å⁻¹
- Frontier orbital gap: 3.10 eV
- ΔE to the lowest compared entry with this formula, charge and spin: 141.10 kcal/mol
- E: -172097.2928 eV
- LUMO: 2.276 eV
- E_HOMO: -0.82 eV

No. 4
Density functional theory data (ωB97M-V with the def2-TZVPD basis set) for a structure of composition C22H32N4O6RuS2.

ORCA input file:
```
! RIJCOSX wB97M-V def2-TZVPD def2/J DEFGRID3
* xyz 4 1
Ru 0.15 -0.54 1.57
O 2.03 -0.45 1.89
S 3.34 -1.05 1.20
C 2.72 -1.71 -0.37
C 1.70 -2.81 -0.20
C -0.62 -3.30 0.29
C -1.93 -2.65 -0.10
S -2.79 -1.78 1.23
O -1.63 -1.02 2.03
C -3.41 -3.01 2.33
C -2.97 -3.13 3.64
C -3.63 -4.04 4.45
C -4.68 -4.80 3.95
C -5.11 -4.65 2.64
C -4.49 -3.73 1.81
C 3.75 -2.50 2.13
C 3.20 -2.74 3.38
C 3.67 -3.83 4.10
C 4.67 -4.63 3.58
C 5.23 -4.36 2.33
C 4.77 -3.28 1.59
H 3.60 -2.10 -0.89
H 2.36 -0.85 -0.94
H 2.05 -3.55 0.52
H 1.53 -3.28 -1.17
H -0.24 -4.69 1.62
H -0.34 -4.03 -0.47
H -2.64 -3.40 -0.44
H -1.79 -1.92 -0.91
H -2.15 -2.55 4.01
H -3.31 -4.17 5.48
H -5.19 -5.51 4.60
H -5.95 -5.23 2.27
H -4.85 -3.58 0.80
H 2.46 -2.08 3.81
H 3.27 -4.03 5.08
H 5.04 -5.47 4.15
H 6.02 -4.98 1.94
H 5.24 -3.05 0.64
N -0.02 0.75 3.18
C 0.36 2.13 2.74
C -0.01 3.27 3.69
C -1.49 3.54 4.02
C -2.29 4.41 3.04
N -1.70 5.72 2.77
C -2.12 6.90 3.27
N -2.87 6.93 4.37
N -1.77 8.03 2.68
C -0.15 2.25 1.33
O -0.50 3.20 0.73
O -0.12 0.98 0.65
H -0.99 0.73 3.51
H 0.57 0.45 3.96
H 1.45 2.11 2.65
H 0.44 4.17 3.26
H 0.54 3.09 4.62
H -1.49 4.03 5.00
H -2.05 2.61 4.17
H -3.29 4.56 3.45
H -2.44 3.92 2.08
H -1.12 5.79 1.94
H -3.03 6.12 4.94
H -3.27 7.80 4.70
H -1.35 8.04 1.76
H -1.96 8.92 3.10
O -0.68 -3.82 1.55
O 0.43 -2.27 0.26
*
```

Summary:
- Largest force on an atom: 0.60 eV Å⁻¹
- Frontier orbital gap (alpha / beta): 4.93 / 4.93 eV
- ΔE to the lowest compared entry with this formula, charge and spin: 0.00 kcal/mol
- E: -65791.2354 eV
- LUMO (alpha / beta): -14.266 / -14.271 eV
- E_HOMO (alpha / beta): -19.20 / -19.20 eV

No. 5
Density functional theory data (ωB97M-V with the def2-TZVPD basis set) for the molecule C2H4N2OS2 at a distorted geometry.

ORCA input file:
```
! RIJCOSX wB97M-V def2-TZVPD def2/J DEFGRID3
* xyz 0 1
N 0.16 1.76 -0.38
C -0.64 0.67 -0.23
S -2.26 0.71 -0.43
N 0.09 -0.45 0.19
O 1.44 -0.22 0.45
C -0.21 -1.81 0.14
S -1.56 -2.59 -0.27
H 1.13 1.64 -0.54
H -0.32 2.59 -0.75
H 1.48 0.04 1.39
H 0.68 -2.36 0.44
*
```

Summary:
- SMILES string: NC(=S)N(O)C=S
- Largest force on an atom: 1.63 eV Å⁻¹
- Frontier orbital gap: 7.83 eV
- ΔE to the lowest compared entry with this formula, charge and spin: 46.61 kcal/mol
- E: -28835.0620 eV
- LUMO: -0.196 eV
- E_HOMO: -8.03 eV